This record from the OMol25 dataset describes C3H6N2O in the gas phase. The level of theory is the ωB97M-V functional and the def2-TZVPD basis.

Its total energy is -302.6311 Eh. Its SMILES is [H]/N=C(/C=O)NC. The value obtained for the relative energy (zero: lowest compared OMol25 entry of this formula, charge and spin) is 162.8 kJ/mol.

```
! wB97M-V def2-TZVPD RIJCOSX def2/J DEFGRID3
* xyz 0 1
C 1.52805 -0.51246 0.15827
N 0.59709 0.39860 -0.52116
C -0.75844 0.07530 -0.43163
N -1.35492 -0.84562 -1.07503
C -1.57118 0.86175 0.56613
O -1.07803 1.73500 1.24151
H 0.99344 -1.38285 0.55351
H 1.99953 -0.00261 1.00524
H 2.31297 -0.86711 -0.51548
H 0.73801 1.34932 -0.20618
H -0.68377 -1.25920 -1.72848
H -2.63208 0.56311 0.64769
*
```



This record from the OMol25 dataset describes a molecular structure, C7H10F2I3NO in a non-equilibrium geometry. The level of theory is the ωB97M-V functional and the def2-TZVPD basis.

Its total energy is -1495.4083 Eh.

```
! wB97M-V def2-TZVPD RIJCOSX def2/J DEFGRID3
* xyz 0 1
C 0.27992 -0.25485 -0.07164
C -1.72595 0.72972 -1.04067
C 0.26825 2.25868 -0.54563
C -0.85349 -1.42256 1.67308
C -0.52336 1.02855 -0.16587
C -0.07676 -2.07543 2.84404
C 1.97637 -0.06176 -2.17579
N 0.04236 -1.26457 0.63697
O 1.28389 -0.56774 -1.09893
F -0.98219 -2.51004 3.71740
F 0.62688 -1.16759 3.63584
I 0.82163 0.57414 -3.83103
I 3.46853 1.41728 -1.51394
I 3.26655 -1.72364 -2.91215
H -2.50000 1.33455 -0.90812
H -1.51214 0.72341 -2.06458
H -2.05914 -0.19540 -0.94486
H 0.52026 2.24876 -1.52100
H -0.42268 3.17617 -0.45269
H 1.17300 2.38651 -0.11920
H -1.44490 -2.21474 1.44787
H -1.25313 -0.54639 2.12780
H -0.80537 1.01736 0.84535
H 0.43149 -2.89042 2.43773
*
```



| no. | HOMO-LUMO gap (eV) |
| --- | --- |
| 1 | 9.68 |
| 2 | 8.04 |